{
  "formula": "C5H9IN3S",
  "method": "wB97M-V/def2-TZVPD",
  "mol_weight_g_mol": 270.119,
  "e_lumo_ev": -4.74,
  "total_charge": 1,
  "homo_energy_ev": -13.219,
  "e_above_lowest_kcal_mol": 6.52,
  "orbital_gap_ev": 8.482,
  "e_tot_ev": -28727.63305,
  "symbols": ["N", "C", "N", "C", "C", "N", "C", "C", "S", "I", "H", "H", "H", "H", "H", "H", "H", "H", "H"],
  "coordinates": [[-3.163, -1.005, -1.595], [-2.252, -0.538, -1.028], [-1.155, -0.037, -0.480], [-1.180, 0.958, 0.587], [0.134, 1.621, 0.744], [1.279, 0.592, 0.846], [1.371, -0.243, -0.448], [0.067, -0.956, -0.472], [-0.141, -1.903, -2.090], [0.024, -2.501, 1.341], [-1.557, 0.613, 1.543], [-2.032, 1.646, 0.247], [0.278, 2.194, -0.179], [0.341, 2.283, 1.573], [2.282, 1.072, 1.115], [1.051, -0.179, 1.573], [2.269, -0.948, -0.212], [1.695, 0.405, -1.373], [0.690, -3.074, -1.693]],
  "atomic_forces_ev_per_a": [[1.580, 1.038, 1.251], [-2.678, -1.018, -1.255], [4.026, -1.095, 1.063], [-3.122, 0.617, -0.151], [1.935, 0.479, -1.001], [2.051, 0.517, 0.371], [2.927, 0.609, 0.827], [-2.860, -1.512, -2.044], [2.118, -1.773, 1.837], [0.002, 1.231, -1.057], [0.028, -0.851, 0.232], [1.605, -0.237, 0.605], [0.603, -0.108, 0.184], [-0.904, 0.122, 0.345], [-3.264, -1.408, -0.836], [0.393, 1.396, -0.691], [-1.822, 0.881, -0.810], [-1.195, -1.101, 1.818], [-1.424, 2.216, -0.688]]
}